{"formula": "H2N2O3", "method": "the ωB97M-V functional and the def2-TZVPD basis", "species": ["N", "N", "O", "O", "O", "H", "H"], "positions_angstrom": [[0.302, -0.705, 0.561], [-0.128, 0.096, -0.501], [0.269, 0.989, -1.331], [1.601, -0.442, 0.891], [-1.542, -0.089, -0.535], [1.467, -0.584, 1.942], [-1.968, 0.735, -1.027]], "mulliken_charge": [-0.2491, 0.8220, -0.5552, -0.3207, -0.5071, 0.4366, 0.3734], "orbital_gap_ev": [8.246, 8.871], "relative_energy_kcal_mol": 31.40, "spin_multiplicity": 3}